Computed, not measured: an isolated molecule of C4H8N2O2, with wB97M-V/def2-TZVPD.

Each line ends with the natural charge from an NBO analysis.
Atoms and positions in Å:
O1 -0.791 -1.182 1.902  -0.41
N1 -0.017 -0.039 1.954  0.21
N2 1.075 0.013 1.047  -0.26
C1 0.788 -1.054 0.039  -0.30
C2 -0.526 -0.792 -0.779  -0.41
C3 -0.689 0.523 -1.043  -0.15
O2 0.519 1.161 -0.888  -0.51
C4 0.835 1.465 0.359  0.10
H1 1.518 -1.233 -0.765  0.23
H2 0.681 -1.988 0.703  0.26
H3 -1.482 -1.043 -0.099  0.24
H4 -0.695 -1.410 -1.866  0.20
H5 -1.289 0.677 -0.128  0.18
H6 -1.532 0.597 -1.786  0.23
H7 1.740 2.240 0.396  0.22
H8 -0.134 2.065 0.953  0.18

Output
E_LUMO: -0.482 eV
gap between HOMO and LUMO: 9.38 eV
structure (SMILES): O=NN1CCCOC1


Computed, not measured: a cluster of 13 separate species, C75H168N8O13 in total, with wB97M-V/def2-TZVPD.

Each line ends with the Löwdin charge.
Atoms and positions in Å:
O1 5.330 2.916 8.925  -0.04
H1 5.896 3.267 8.237  -0.01
H2 4.705 3.619 9.103  0.05
O2 5.942 5.766 7.135  -0.06
H3 6.753 6.077 7.539  0.04
H4 6.172 4.918 6.756  -0.02
O3 3.649 1.446 11.254  -0.05
H5 4.265 0.713 11.246  -0.01
H6 3.980 2.044 10.584  -0.01
O4 7.081 3.300 6.569  -0.04
H7 7.971 3.028 6.793  0.08
H8 6.719 2.559 6.083  0.02
C1 -1.809 3.804 6.570  -0.03
C2 -2.604 3.646 5.271  -0.48
C3 -2.847 5.120 4.753  -0.11
C4 -3.394 5.082 3.289  -0.16
C5 -2.348 4.380 2.411  -0.14
C6 -2.074 2.936 2.857  -0.48
N1 -1.861 2.867 4.300  -0.14
O5 -1.360 1.668 4.755  0.00
C7 -3.202 2.000 2.335  -0.02
C8 -0.784 2.709 2.076  -0.05
C9 -3.913 2.859 5.632  -0.02
H9 -1.447 2.827 6.890  0.07
H10 -2.466 4.245 7.319  0.09
H11 -0.901 4.382 6.399  0.08
H12 -3.629 5.672 5.276  0.11
H13 -2.012 5.792 4.952  0.10
H14 -3.596 6.085 2.913  0.11
H15 -4.359 4.575 3.320  0.10
H16 -1.510 5.070 2.310  0.10
H17 -2.860 4.195 1.467  0.12
H18 -4.185 2.354 2.648  0.06
H19 -3.272 1.908 1.251  0.08
H20 -3.218 0.986 2.735  0.08
H21 -0.484 1.666 2.179  0.07
H22 -1.066 2.787 1.026  0.08
H23 0.128 3.276 2.262  0.07
H24 -3.561 1.965 6.147  0.07
H25 -4.549 2.466 4.839  0.06
H26 -4.522 3.524 6.244  0.08
H27 -0.591 2.038 5.195  0.08
C10 4.578 2.346 3.989  -0.01
C11 3.554 1.664 4.946  -0.42
C12 2.384 1.002 4.159  -0.10
C13 1.682 -0.137 4.885  -0.19
C14 2.658 -1.161 5.383  -0.14
C15 3.607 -0.511 6.372  -0.50
N2 4.271 0.620 5.778  -0.10
O6 5.394 1.077 6.478  -0.02
C16 2.852 -0.120 7.683  0.02
C17 4.639 -1.608 6.664  -0.02
C18 2.989 2.738 5.889  -0.01
H28 4.134 3.082 3.318  0.07
H29 5.169 1.599 3.458  0.07
H30 5.331 2.949 4.496  0.06
H31 1.674 1.787 3.898  0.11
H32 2.779 0.651 3.206  0.11
H33 1.131 -0.705 4.135  0.09
H34 0.932 0.254 5.572  0.09
H35 3.087 -1.547 4.458  0.11
H36 2.018 -1.944 5.790  0.11
H37 3.479 0.456 8.363  0.08
H38 1.952 0.372 7.313  0.06
H39 2.574 -1.012 8.244  0.08
H40 5.178 -1.986 5.795  0.08
H41 5.374 -1.210 7.363  0.06
H42 4.133 -2.387 7.233  0.08
H43 2.666 3.594 5.296  0.07
H44 3.816 3.105 6.497  0.07
H45 2.109 2.488 6.480  0.08
H46 5.013 1.581 7.200  0.05
C19 -4.215 -2.874 9.320  -0.03
C20 -3.088 -3.110 8.288  -0.50
C21 -2.422 -1.704 8.089  -0.11
C22 -0.996 -1.656 7.470  -0.16
C23 -0.146 -2.780 8.082  -0.14
C24 -0.784 -4.204 8.099  -0.45
N3 -2.106 -4.028 8.804  -0.09
O7 -2.628 -5.269 9.242  -0.01
C25 -0.912 -4.785 6.689  -0.03
C26 0.189 -5.143 8.883  -0.03
C27 -3.788 -3.496 6.940  -0.02
H47 -3.899 -2.373 10.235  0.08
H48 -4.553 -3.859 9.641  0.07
H49 -5.090 -2.348 8.940  0.08
H50 -3.072 -1.129 7.430  0.11
H51 -2.358 -1.155 9.028  0.11
H52 -0.470 -0.709 7.590  0.10
H53 -1.058 -1.799 6.391  0.09
H54 -0.019 -2.418 9.103  0.12
H55 0.904 -2.845 7.794  0.10
H56 -0.040 -5.377 6.411  0.06
H57 -1.711 -5.523 6.628  0.08
H58 -1.150 -4.090 5.883  0.05
H59 1.219 -5.151 8.527  0.07
H60 0.236 -4.783 9.910  0.08
H61 -0.162 -6.175 8.852  0.08
H62 -3.083 -3.318 6.128  0.06
H63 -4.764 -3.071 6.706  0.09
H64 -3.962 -4.566 7.053  0.07
H65 -3.284 -5.514 8.586  0.07
C28 5.116 -9.752 3.415  -0.03
C29 4.993 -8.213 3.082  -0.47
C30 4.089 -8.010 1.890  -0.14
C31 3.619 -6.529 1.731  -0.16
C32 2.863 -6.146 2.962  -0.14
C33 3.668 -6.261 4.263  -0.47
N4 4.412 -7.566 4.345  -0.07
O8 5.222 -7.739 5.561  -0.02
C34 4.612 -5.041 4.457  -0.03
C35 2.733 -6.126 5.467  -0.06
C36 6.388 -7.618 2.807  -0.03
H66 4.171 -10.115 3.820  0.08
H67 5.835 -9.994 4.197  0.07
H68 5.298 -10.318 2.501  0.08
H69 4.537 -8.378 0.967  0.12
H70 3.220 -8.667 1.916  0.12
H71 2.974 -6.657 0.862  0.10
H72 4.375 -5.829 1.376  0.10
H73 1.908 -6.658 3.080  0.12
H74 2.596 -5.112 2.742  0.10
H75 5.422 -4.986 3.729  0.06
H76 4.046 -4.118 4.331  0.06
H77 5.014 -4.971 5.468  0.08
H78 3.283 -6.082 6.406  0.07
H79 2.196 -5.180 5.401  0.07
H80 2.051 -6.957 5.649  0.09
H81 7.081 -8.015 3.549  0.08
H82 6.491 -6.536 2.722  0.06
H83 6.710 -7.989 1.835  0.08
H84 4.654 -8.230 6.159  0.09
C37 1.678 4.190 -0.943  -0.02
C38 2.246 2.772 -1.192  -0.40
C39 2.113 2.444 -2.731  -0.14
C40 3.150 3.126 -3.622  -0.19
C41 4.534 2.769 -3.155  -0.14
C42 4.755 3.299 -1.707  -0.51
N5 3.733 2.696 -0.825  -0.09
O9 3.913 2.912 0.544  -0.02
C43 6.095 2.682 -1.329  -0.06
C44 5.013 4.782 -1.717  -0.03
C45 1.505 1.606 -0.455  -0.02
H85 0.595 4.175 -0.820  0.08
H86 1.928 4.884 -1.745  0.07
H87 2.203 4.698 -0.134  0.06
H88 1.989 1.406 -3.041  0.11
H89 1.191 2.826 -3.170  0.11
H90 3.036 4.208 -3.555  0.10
H91 2.932 2.866 -4.658  0.11
H92 5.336 3.072 -3.829  0.12
H93 4.572 1.684 -3.053  0.10
H94 6.168 1.597 -1.394  0.06
H95 6.796 2.957 -2.117  0.09
H96 6.636 2.970 -0.427  0.09
H97 4.045 5.270 -1.605  0.06
H98 5.654 5.090 -0.890  0.08
H99 5.470 5.168 -2.628  0.09
H100 0.432 1.626 -0.644  0.08
H101 1.564 1.660 0.632  0.07
H102 1.841 0.668 -0.899  0.05
H103 4.491 2.208 0.848  0.07
C46 5.803 -1.531 2.954  -0.03
C47 6.065 -1.572 1.373  -0.40
C48 6.738 -2.991 1.120  -0.14
C49 6.661 -3.410 -0.351  -0.17
C50 5.185 -3.415 -0.777  -0.13
C51 4.428 -2.017 -0.699  -0.44
N6 4.728 -1.491 0.636  -0.12
O10 3.898 -0.417 1.020  -0.02
C52 4.986 -1.098 -1.810  -0.03
C53 2.845 -2.327 -0.766  0.00
C54 7.116 -0.459 1.026  -0.03
H104 5.510 -0.523 3.248  0.05
H105 6.656 -1.969 3.472  0.09
H106 4.913 -2.109 3.202  0.05
H107 7.758 -3.040 1.498  0.12
H108 6.225 -3.731 1.735  0.09
H109 6.936 -4.425 -0.639  0.11
H110 7.314 -2.744 -0.916  0.10
H111 4.578 -4.144 -0.238  0.10
H112 5.126 -3.700 -1.827  0.11
H113 6.056 -0.968 -1.977  0.08
H114 4.740 -1.461 -2.808  0.08
H115 4.492 -0.126 -1.800  0.05
H116 2.611 -2.834 0.171  0.06
H117 2.143 -1.495 -0.812  0.05
H118 2.644 -3.054 -1.553  0.08
H119 7.531 -0.580 0.026  0.07
H120 7.902 -0.433 1.781  0.08
H121 6.594 0.495 1.111  0.06
H122 3.902 0.084 0.201  0.05
C55 -0.443 -6.264 0.826  -0.05
C56 -1.525 -5.200 0.652  -0.42
C57 -2.700 -5.472 1.691  -0.10
C58 -2.496 -4.701 3.000  -0.17
C59 -2.115 -3.190 2.830  -0.12
C60 -0.843 -3.052 1.992  -0.51
N7 -0.905 -3.823 0.745  -0.13
O11 -0.059 -3.470 -0.252  0.00
C61 -0.739 -1.551 1.744  -0.03
C62 0.379 -3.474 2.857  -0.01
C63 -2.122 -5.403 -0.801  -0.05
H123 -0.007 -6.254 1.825  0.06
H124 0.410 -6.094 0.169  0.08
H125 -0.762 -7.273 0.563  0.08
H126 -3.666 -5.160 1.295  0.11
H127 -2.712 -6.526 1.967  0.12
H128 -1.912 -5.194 3.778  0.09
H129 -3.480 -4.652 3.466  0.10
H130 -1.881 -2.739 3.795  0.11
H131 -2.850 -2.650 2.233  0.12
H132 -1.709 -1.145 1.458  0.08
H133 -0.547 -0.971 2.647  0.07
H134 0.094 -1.353 1.071  0.08
H135 1.283 -3.418 2.251  0.07
H136 0.498 -3.081 3.867  0.08
H137 0.179 -4.540 2.962  0.05
H138 -2.545 -6.402 -0.907  0.08
H139 -1.467 -5.328 -1.668  0.07
H140 -2.981 -4.773 -1.036  0.07
H141 -0.628 -2.907 -0.781  0.11
C64 4.061 6.454 4.551  -0.04
C65 3.708 7.816 3.949  -0.46
C66 4.295 8.160 2.586  -0.14
C67 3.644 7.468 1.411  -0.23
C68 2.220 7.694 1.341  -0.17
C69 1.527 7.301 2.664  -0.44
N8 2.232 7.899 3.836  -0.12
O12 1.590 7.656 5.054  -0.01
C70 0.105 7.946 2.697  -0.02
C71 1.357 5.731 2.657  -0.03
C72 4.296 8.903 4.932  -0.02
H142 5.123 6.296 4.358  0.09
H143 3.587 5.636 4.008  0.05
H144 3.822 6.248 5.594  0.08
H145 4.232 9.218 2.330  0.12
H146 5.374 8.030 2.510  0.13
H147 3.970 6.436 1.281  0.11
H148 4.079 8.001 0.566  0.12
H149 1.739 7.167 0.517  0.12
H150 2.179 8.743 1.046  0.13
H151 0.229 8.879 3.246  0.08
H152 -0.277 8.240 1.719  0.08
H153 -0.550 7.274 3.251  0.06
H154 0.977 5.354 3.606  0.08
H155 0.667 5.494 1.847  0.06
H156 2.304 5.203 2.543  0.06
H157 4.249 9.907 4.510  0.07
H158 5.287 8.694 5.334  0.08
H159 3.630 9.009 5.789  0.07
H160 1.125 8.472 5.253  0.10
C73 6.724 -2.700 12.238  -0.06
C74 6.610 -1.848 10.931  -0.44
C75 6.459 -2.711 9.693  -0.06
O13 5.484 -0.963 11.137  -0.07
H161 7.565 -3.384 12.122  0.07
H162 5.847 -3.323 12.416  0.08
H163 6.838 -2.070 13.120  0.08
H164 7.505 -1.233 10.843  0.14
H165 6.725 -2.037 8.879  0.06
H166 5.476 -3.162 9.552  0.08
H167 7.201 -3.487 9.504  0.08
H168 4.783 -1.511 11.498  0.09

Output
E_LUMO: 0.354 eV
gap between HOMO and LUMO: 8.15 eV


Computed, not measured: a structure of composition C7H18ClI2O5P2Zr, with wB97M-V/def2-TZVPD.

Each line ends with the natural charge from an NBO analysis.
Atoms and positions in Å:
I1 -2.830 -1.971 -1.945  0.36
I2 -1.764 -2.151 0.912  0.30
Zr1 -0.127 -0.117 -0.281  1.61
P1 1.763 -2.256 -0.101  0.80
C1 2.444 -2.821 1.556  -0.88
C2 0.951 -3.672 -1.030  -0.92
H1 1.571 -4.566 -1.164  0.30
H2 3.987 -2.542 -1.120  0.29
H3 0.666 -3.263 -2.021  0.25
H4 2.907 -1.326 -2.002  0.26
H5 1.635 -3.154 2.184  0.25
H6 0.034 -3.980 -0.489  0.24
C3 3.268 -1.706 -1.016  -0.91
H7 3.189 -3.591 1.492  0.29
H8 3.718 -0.883 -0.406  0.25
H9 2.912 -1.928 1.964  0.25
P2 -1.989 2.060 -0.133  0.80
C4 -2.459 2.836 1.511  -0.88
C5 -1.227 3.469 -1.057  -0.91
H10 -3.127 1.108 -2.062  0.24
H11 -4.291 2.202 -1.238  0.30
H12 -3.959 0.609 -0.544  0.25
C6 -3.500 1.462 -1.078  -0.91
H13 -0.891 3.051 -2.036  0.26
H14 -1.954 4.297 -1.176  0.29
H15 -3.118 3.680 1.443  0.29
H16 -1.512 3.179 1.924  0.25
H17 -0.355 3.810 -0.446  0.25
H18 -2.904 2.089 2.149  0.25
C7 -0.340 -0.290 1.973  0.33
O1 -0.398 -0.335 3.162  -0.32
O2 3.931 3.398 0.074  -0.41
Cl1 2.940 2.550 0.745  2.24
O3 3.506 1.488 1.485  -0.52
O4 1.944 3.321 1.442  -0.51
O5 1.249 1.075 -0.785  -1.02

Output
total charge: +3
E_LUMO (alpha / beta): -15.036 / -15.000 eV
gap between HOMO and LUMO (alpha / beta): 3.89 / 3.93 eV